# 1
{"formula": "H33O17", "method": "the ωB97M-V functional and the def2-TZVPD basis", "symbols": ["O", "H", "H", "O", "H", "H", "O", "H", "H", "O", "H", "H", "O", "H", "O", "H", "H", "O", "H", "H", "O", "H", "H", "O", "H", "H", "O", "H", "H", "O", "H", "H", "O", "H", "H", "O", "H", "H", "O", "H", "H", "O", "H", "H", "O", "H", "H", "O", "H", "H"], "xyz": [[3.828, -0.813, -2.395], [3.004, -0.108, -2.312], [4.020, -0.725, -1.488], [-0.821, -3.318, 0.845], [-0.206, -2.715, 0.432], [-1.593, -2.791, 0.757], [-0.652, 2.247, 4.418], [0.030, 2.608, 4.995], [-0.436, 1.533, 4.032], [4.870, -0.406, 1.953], [4.002, -0.251, 1.636], [5.316, -1.134, 1.437], [3.934, -2.624, 2.018], [3.158, -2.917, 2.615], [-5.050, -3.000, -2.387], [0.654, -0.561, 4.396], [-5.115, -2.050, -2.098], [-4.404, -0.361, -1.875], [-3.574, -0.422, -2.434], [-4.427, 0.584, -1.508], [0.439, 2.175, 2.212], [1.326, 2.011, 2.368], [4.390, -2.115, 2.780], [-2.187, 1.213, 2.584], [-1.602, 1.700, 2.051], [-2.883, 1.762, 2.746], [0.519, 2.740, -2.465], [1.151, 2.029, -2.253], [0.868, 2.977, -3.359], [0.471, 2.012, -5.564], [1.169, 1.400, -5.077], [-0.266, 1.811, -4.846], [1.672, 0.274, -1.586], [1.992, 0.858, -0.826], [0.368, -1.049, 0.822], [0.739, -0.270, 0.689], [1.156, -0.430, -0.260], [-4.589, -3.118, -3.118], [-1.930, 1.266, -2.576], [-1.091, 0.945, -2.250], [-1.722, 2.147, -2.222], [0.353, -0.990, 5.230], [-0.435, -1.480, 5.191], [-0.172, 2.060, 1.419], [-4.215, -1.225, 2.679], [-3.505, -0.614, 2.549], [-4.538, -1.055, 1.918], [2.076, 0.452, -4.222], [2.392, -0.503, -4.278], [1.516, 0.238, -3.373]], "total_energy_ev": -35340.6348, "de_lowest_kcal_mol": 156.9, "e_lumo_ev": 2.029, "homo_ev": -6.73, "charge": -1, "gap_ev": 8.763}

# 2
{"formula": "C29H28NO5S2", "method": "the ωB97M-V functional and the def2-TZVPD basis", "symbols": ["C", "N", "C", "C", "C", "C", "C", "C", "C", "S", "C", "C", "C", "C", "C", "C", "O", "O", "S", "C", "C", "C", "C", "C", "C", "O", "O", "C", "C", "H", "H", "H", "H", "H", "H", "H", "H", "H", "H", "H", "H", "H", "H", "H", "H", "H", "H", "H", "H", "H", "C", "C", "C", "C", "C", "C", "O", "C", "H", "H", "H", "H", "H", "H", "H"], "xyz": [[-6.145, 0.906, 1.770], [-5.170, 1.354, 0.795], [-5.720, 2.174, -0.270], [-3.884, 0.902, 0.728], [-3.082, 1.220, -0.402], [-1.734, 0.890, -0.435], [-1.152, 0.207, 0.642], [0.291, -0.121, 0.727], [1.230, 0.914, 0.703], [2.911, 0.625, 1.198], [3.249, -1.091, 0.764], [3.334, -2.088, 1.741], [3.434, -3.421, 1.341], [3.493, -3.744, -0.017], [3.479, -2.732, -0.978], [3.400, -1.402, -0.584], [3.746, 1.427, 0.325], [2.989, 0.759, 2.636], [0.695, 2.629, 0.501], [2.053, 3.734, 0.893], [2.827, 4.280, -0.130], [3.824, 5.203, 0.177], [4.025, 5.593, 1.503], [3.206, 5.090, 2.518], [2.205, 4.171, 2.209], [0.426, 2.869, -0.905], [-0.298, 2.914, 1.514], [-1.957, -0.217, 1.697], [-3.291, 0.142, 1.775], [-5.679, 0.340, 2.577], [-6.644, 1.788, 2.184], [-6.913, 0.282, 1.293], [-5.010, 2.955, -0.562], [-5.965, 1.578, -1.162], [-6.633, 2.642, 0.104], [-3.525, 1.736, -1.254], [-1.165, 1.177, -1.315], [0.567, -0.980, 1.335], [3.300, -1.810, 2.791], [3.451, -4.207, 2.097], [3.535, -4.785, -0.332], [3.514, -2.969, -2.042], [3.428, -0.603, -1.317], [2.642, 3.973, -1.155], [4.435, 5.607, -0.631], [4.819, 6.297, 1.745], [3.328, 5.408, 3.554], [1.540, 3.780, 2.973], [-1.499, -0.802, 2.492], [-3.862, -0.143, 2.656], [-0.957, -3.721, -4.719], [-0.568, -3.680, -3.266], [-0.462, -4.858, -2.516], [-0.199, -4.790, -1.143], [-0.006, -3.571, -0.512], [0.075, -2.368, -1.292], [0.555, -1.263, -0.846], [-0.337, -2.458, -2.659], [-0.685, -2.768, -5.188], [-0.457, -4.541, -5.244], [-2.038, -3.866, -4.841], [-0.610, -5.818, -3.011], [-0.154, -5.710, -0.556], [0.187, -3.510, 0.560], [-0.394, -1.532, -3.232]], "total_energy_ev": -63924.1587, "de_lowest_kcal_mol": 7.3, "e_lumo_ev": 2.648, "homo_ev": -4.01, "charge": -1, "gap_ev": 6.658}

# 3
{"formula": "C25H29AlN6O6S2Si", "method": "the ωB97M-V functional and the def2-TZVPD basis", "symbols": ["Al", "O", "S", "O", "N", "C", "C", "C", "C", "C", "C", "C", "C", "N", "C", "C", "C", "C", "C", "C", "C", "H", "H", "H", "H", "H", "H", "H", "H", "H", "H", "H", "C", "Si", "C", "C", "C", "C", "C", "C", "N", "C", "S", "H", "H", "H", "H", "H", "H", "H", "H", "H", "H", "H", "H", "C", "N", "C", "N", "O", "H", "H", "H", "H", "H", "H", "O", "N", "O", "O"], "xyz": [[0.209, -0.097, 0.373], [-0.080, 4.020, -0.038], [-0.840, 2.796, -0.070], [-0.986, 2.150, -1.339], [-0.199, 1.672, 0.934], [-0.165, 1.848, 2.272], [-0.198, 3.061, 2.941], [-0.153, 3.100, 4.335], [-0.077, 1.955, 5.092], [-0.063, 0.702, 4.454], [0.010, -0.528, 5.137], [-0.011, -1.698, 4.423], [-0.107, -1.642, 3.027], [-0.138, -0.515, 2.358], [-0.114, 0.646, 3.036], [-2.501, 3.107, 0.534], [-3.216, 2.094, 1.141], [-4.546, 2.301, 1.464], [-5.143, 3.516, 1.174], [-4.417, 4.531, 0.571], [-3.087, 4.325, 0.242], [-0.233, 3.971, 2.365], [-0.164, 4.063, 4.824], [-0.030, 2.002, 6.170], [0.076, -0.536, 6.216], [0.040, -2.655, 4.919], [-0.165, -2.551, 2.448], [-2.743, 1.148, 1.355], [-5.111, 1.507, 1.926], [-6.186, 3.667, 1.406], [-4.889, 5.477, 0.355], [-2.490, 5.086, -0.235], [-0.046, 0.047, -4.658], [0.785, -1.650, -4.504], [-0.313, -2.905, -5.436], [2.551, -1.678, -5.254], [0.919, -2.340, -2.733], [0.844, -3.688, -2.462], [0.817, -4.155, -1.145], [0.759, -3.229, -0.133], [0.802, -1.916, -0.357], [0.947, -1.474, -1.626], [1.145, 0.210, -1.759], [-0.425, 0.204, -5.664], [0.632, 0.859, -4.419], [-0.882, 0.117, -3.970], [-0.672, -2.468, -6.361], [-1.183, -3.172, -4.846], [0.214, -3.818, -5.693], [2.505, -1.554, -6.331], [3.062, -2.617, -5.056], [3.165, -0.877, -4.856], [0.792, -4.392, -3.278], [0.794, -5.212, -0.926], [0.675, -3.532, 0.901], [3.639, -2.020, 1.672], [4.063, -0.798, 1.029], [3.176, 0.167, 0.726], [3.619, 1.253, 0.075], [1.997, 0.081, 1.116], [4.428, -2.375, 2.330], [3.395, -2.797, 0.942], [2.747, -1.799, 2.254], [4.979, -0.778, 0.613], [4.487, 1.232, -0.431], [2.903, 1.886, -0.252], [-3.551, -0.676, -0.458], [-2.438, -0.838, -0.869], [-2.147, -1.275, -1.944], [-1.458, -0.547, -0.043]], "total_energy_ev": -83770.4384, "de_lowest_kcal_mol": 28.9, "e_lumo_ev": -0.383, "homo_ev": -7.61, "gap_ev": 7.228}

# 4
{"formula": "C14H12IrN4O5S2", "method": "the ωB97M-V functional and the def2-TZVPD basis", "symbols": ["Ir", "O", "C", "O", "C", "C", "N", "N", "C", "C", "O", "O", "H", "H", "H", "S", "C", "N", "C", "C", "C", "C", "C", "C", "S", "H", "H", "H", "H", "C", "C", "N", "O", "H", "H", "H", "H", "H"], "xyz": [[-0.131, 0.104, -0.052], [-2.117, -2.916, 4.813], [-1.389, -1.930, 5.207], [-1.181, -1.630, 6.356], [-0.733, -1.046, 4.173], [0.065, 0.049, 4.500], [0.457, 0.606, 3.352], [-0.025, -0.049, 2.299], [-0.753, -1.064, 2.762], [-1.392, -2.003, 1.760], [-2.038, -2.951, 2.158], [-1.155, -1.702, 0.543], [-2.205, -3.082, 3.830], [0.337, 0.409, 5.476], [1.067, 1.404, 3.224], [-0.405, 0.496, -2.728], [-1.258, 1.781, -2.047], [-1.281, 1.862, -0.713], [-2.035, 2.886, -0.264], [-2.289, 3.227, 1.069], [-3.086, 4.316, 1.330], [-3.646, 5.083, 0.288], [-3.414, 4.766, -1.036], [-2.614, 3.665, -1.320], [-2.173, 3.031, -2.862], [-1.867, 2.632, 1.864], [-3.290, 4.599, 2.352], [-4.270, 5.930, 0.534], [-3.840, 5.355, -1.834], [4.241, -1.121, -0.322], [2.750, -1.170, -0.362], [2.178, -2.326, -0.644], [2.088, -0.137, -0.118], [4.678, -2.084, -0.565], [4.574, -0.814, 0.668], [4.605, -0.370, -1.022], [2.723, -3.151, -0.848], [1.167, -2.414, -0.667]], "total_energy_ev": -55401.5371, "spin_multiplicity": 6, "de_lowest_kcal_mol": 13.9, "e_lumo_ev": [-6.966, -10.568], "homo_ev": [-14.99, -15.00], "charge": 2, "gap_ev": [8.024, 4.432]}

Values for max |F|, eV/Å, ordered as above
11.101 1.462 1.550 3.350